(1)
{"formula": "C3H9N2O", "method": "the ωB97M-V functional and the def2-TZVPD basis", "elements": ["C", "C", "C", "N", "N", "O", "H", "H", "H", "H", "H", "H", "H", "H", "H"], "coordinates": [[-1.321, 0.223, -0.204], [1.684, -0.880, 0.552], [1.622, 0.576, 0.279], [-1.734, 0.078, -1.488], [-2.133, -0.041, 0.793], [2.055, 1.028, -0.773], [1.272, -1.540, -0.246], [1.023, -0.970, 1.439], [2.639, -1.098, 0.981], [1.151, 1.189, 1.053], [-0.973, 0.135, -2.124], [-2.439, -0.688, -1.659], [-1.869, 0.225, 1.708], [-3.156, -0.268, 0.579], [2.177, 2.030, -0.891]], "forces_ev_per_angstrom": [[1.6, 1.0, -0.3], [-2.1, 0.4, 0.8], [-2.5, -1.6, 2.1], [-1.1, -1.7, 1.9], [-2.4, -0.7, -2.1], [1.9, 2.5, -2.8], [1.0, 0.6, 0.5], [0.1, -0.3, -0.6], [1.1, -0.5, -0.3], [0.6, 0.4, -0.2], [0.1, -0.1, -0.8], [0.8, 1.3, -0.2], [0.0, 0.1, 0.8], [1.7, 0.3, 0.9], [-0.7, -1.6, 0.5]], "mulliken_charge": [-0.12, -0.79, 0.13, -0.42, -0.27, -0.31, 0.31, 0.27, 0.37, 0.41, 0.26, 0.24, 0.25, 0.22, 0.45], "multiplicity": 1, "gap_ev": 7.6582, "fmax_ev_per_a": 4.23, "e_lumo_ev": -4.7930, "total_charge": 1, "e_homo_ha": -0.458, "de_lowest_kcal_mol": 84.90}

***

(2)
{"formula": "C27H45F13N6O6", "method": "the ωB97M-V functional and the def2-TZVPD basis", "elements": ["O", "C", "C", "C", "C", "C", "C", "F", "F", "C", "F", "F", "C", "F", "F", "C", "F", "F", "C", "F", "F", "C", "F", "F", "F", "C", "N", "H", "H", "H", "H", "H", "H", "H", "H", "H", "H", "C", "N", "C", "C", "O", "H", "H", "H", "H", "H", "H", "H", "C", "N", "C", "C", "O", "H", "H", "H", "H", "H", "H", "H", "C", "N", "C", "C", "O", "H", "H", "H", "H", "H", "H", "H", "C", "N", "C", "C", "O", "H", "H", "H", "H", "H", "H", "H", "C", "N", "C", "C", "O", "H", "H", "H", "H", "H", "H", "H"], "coordinates": [[-5.107, 0.339, 3.058], [-4.158, -0.160, 2.475], [-3.837, -0.081, 0.997], [-2.333, 0.244, 1.103], [-2.151, 1.692, 1.615], [-0.838, 2.456, 1.345], [0.415, 1.850, 1.937], [0.894, 0.926, 1.051], [0.188, 1.211, 3.126], [1.535, 2.910, 2.226], [1.193, 3.604, 3.334], [1.549, 3.779, 1.169], [3.034, 2.462, 2.302], [3.397, 1.966, 1.091], [3.729, 3.615, 2.490], [3.506, 1.438, 3.390], [2.563, 1.259, 4.339], [4.620, 1.859, 4.026], [3.790, 0.098, 2.671], [3.978, -0.873, 3.598], [2.713, -0.248, 1.946], [5.078, 0.178, 1.746], [5.932, -0.801, 2.039], [5.699, 1.355, 1.872], [4.705, 0.094, 0.461], [-1.982, -0.846, 2.123], [-3.100, -0.847, 3.106], [-3.902, -1.063, 0.525], [-4.445, 0.669, 0.502], [-1.813, 0.010, 0.185], [-2.896, 2.301, 1.096], [-2.407, 1.729, 2.675], [-0.645, 2.434, 0.272], [-0.954, 3.491, 1.662], [-2.024, -1.800, 1.587], [-0.995, -0.836, 2.572], [-2.828, -0.333, 3.937], [-1.463, -4.884, -2.081], [-1.845, -3.603, -1.514], [-3.004, -3.553, -0.640], [-1.178, -2.461, -1.762], [-1.512, -1.388, -1.260], [-2.284, -5.283, -2.681], [-1.238, -5.590, -1.278], [-0.588, -4.772, -2.712], [-3.760, -2.878, -1.045], [-2.723, -3.189, 0.349], [-3.425, -4.551, -0.548], [-0.320, -2.585, -2.428], [2.684, -5.537, -6.290], [1.565, -4.848, -5.680], [0.280, -4.832, -6.361], [1.671, -4.223, -4.501], [0.756, -3.637, -3.953], [2.916, -5.101, -7.263], [2.452, -6.594, -6.426], [3.558, -5.452, -5.650], [-0.027, -3.807, -6.568], [-0.486, -5.294, -5.738], [0.365, -5.381, -7.295], [2.678, -4.286, -4.061], [4.533, 6.062, 0.027], [3.497, 6.728, -0.733], [3.793, 7.987, -1.395], [2.254, 6.219, -0.853], [1.361, 6.749, -1.486], [4.882, 6.698, 0.844], [5.384, 5.819, -0.612], [4.139, 5.140, 0.450], [3.137, 8.775, -1.025], [3.635, 7.899, -2.470], [4.828, 8.256, -1.201], [2.113, 5.267, -0.318], [-8.362, 0.920, 6.124], [-8.839, -0.227, 5.381], [-8.178, -0.584, 4.135], [-9.873, -0.975, 5.806], [-10.311, -1.946, 5.221], [-8.438, 1.827, 5.521], [-7.318, 0.783, 6.412], [-8.960, 1.047, 7.024], [-8.891, -0.558, 3.311], [-7.775, -1.595, 4.200], [-7.368, 0.112, 3.940], [-10.300, -0.618, 6.760], [4.277, -1.005, -2.235], [4.383, -0.939, -3.682], [5.479, -1.613, -4.357], [3.486, -0.254, -4.423], [3.526, -0.142, -5.637], [5.173, -0.576, -1.789], [4.172, -2.037, -1.893], [3.410, -0.437, -1.903], [6.080, -0.897, -4.917], [5.096, -2.352, -5.061], [6.102, -2.108, -3.616], [2.699, 0.223, -3.813]], "forces_ev_per_angstrom": [[0.8, -0.4, -0.5], [-0.9, -0.2, 0.6], [0.4, 0.4, 0.3], [0.3, 0.0, 0.3], [0.0, 0.0, -0.3], [-0.2, -0.6, -0.1], [0.2, 0.0, 0.2], [-0.3, 0.3, 0.3], [0.0, 0.1, -0.4], [-0.3, -0.1, -0.5], [0.3, -0.3, -0.4], [-0.2, -0.3, 0.4], [0.3, 0.8, 0.3], [-0.6, 0.9, 0.3], [-0.2, -0.3, 0.0], [-0.2, -0.1, 0.3], [0.1, 0.0, -0.4], [-0.5, -0.1, -0.2], [0.4, -0.8, 0.5], [0.1, 0.5, -0.2], [0.6, -0.3, 0.4], [-0.3, 0.1, -0.5], [-0.3, 0.3, -0.2], [0.3, -0.4, 0.2], [0.4, -0.7, 0.3], [-0.2, -0.8, -0.2], [0.5, 1.2, -0.4], [-0.3, 0.1, -0.1], [-0.1, -0.1, -0.1], [0.1, 0.4, -0.2], [-0.1, 0.0, 0.1], [0.1, 0.1, 0.0], [-0.1, 0.3, 0.0], [0.0, 0.0, 0.1], [0.1, 0.1, 0.0], [-0.1, 0.4, 0.3], [-0.3, -0.4, 0.4], [-0.1, 0.1, 0.2], [0.0, -0.1, 0.0], [0.1, 0.1, -0.1], [-0.3, 0.2, 0.4], [0.2, -0.4, -0.4], [0.0, -0.1, 0.0], [0.0, -0.1, 0.0], [0.0, 0.1, 0.0], [0.0, 0.0, 0.0], [-0.1, -0.1, 0.0], [0.0, 0.0, 0.0], [0.0, 0.1, 0.0], [-0.1, 0.0, -0.1], [0.1, -0.1, -0.1], [0.0, 0.1, 0.1], [0.2, 0.0, -0.1], [0.0, 0.1, 0.0], [0.0, 0.0, 0.0], [0.0, 0.0, 0.0], [0.0, 0.0, 0.0], [0.0, 0.0, 0.0], [0.0, 0.0, 0.0], [0.0, 0.0, 0.0], [0.1, 0.0, 0.0], [0.0, 0.1, -0.1], [0.1, 0.0, 0.1], [-0.1, -0.1, 0.0], [-0.1, 0.0, -0.1], [0.0, 0.0, 0.0], [0.0, 0.0, 0.0], [0.0, 0.0, 0.0], [0.0, 0.0, 0.0], [0.0, 0.0, 0.0], [0.0, 0.0, 0.0], [0.0, 0.0, 0.0], [0.1, 0.1, -0.1], [0.0, -0.1, -0.1], [0.1, 0.1, 0.0], [-0.1, 0.0, 0.0], [-0.1, 0.0, 0.0], [0.0, 0.0, 0.0], [0.0, 0.0, 0.0], [0.0, 0.0, 0.0], [0.0, 0.0, 0.0], [0.0, 0.0, 0.0], [0.0, 0.0, 0.0], [0.0, 0.0, 0.0], [0.0, 0.0, 0.0], [0.2, 0.0, -0.3], [-0.2, -0.1, 0.1], [-0.1, 0.1, 0.0], [-0.1, 0.2, -0.3], [0.1, -0.2, 0.4], [0.0, 0.0, 0.1], [0.0, 0.0, 0.0], [0.0, 0.0, 0.0], [0.0, 0.0, 0.0], [0.0, 0.0, 0.0], [0.0, 0.0, 0.0], [0.0, -0.1, 0.0]], "mulliken_charge": [-0.63, 0.31, -0.20, 0.60, -1.32, -1.06, 1.33, -0.33, -0.43, 0.13, -0.30, -0.20, 0.63, -0.27, -0.37, 0.67, -0.28, -0.29, 0.38, -0.36, -0.07, 0.73, -0.27, -0.25, -0.18, -0.67, -0.30, -0.16, 0.33, 0.73, 0.30, 0.33, 0.35, 0.50, -0.24, 0.40, 0.39, -0.52, 0.16, -0.80, -0.09, -0.65, 0.36, 0.35, -0.14, 0.27, 0.18, 0.45, 0.55, -1.00, 0.14, -0.92, 0.14, -0.72, 0.36, 0.38, 0.30, 0.30, 0.26, 0.38, 0.26, -0.49, 0.08, -0.96, 0.43, -0.63, 0.34, 0.35, -0.15, 0.29, 0.29, 0.39, 0.05, -0.87, 0.13, -0.93, 0.12, -0.59, 0.31, 0.31, 0.30, 0.30, 0.28, 0.39, 0.25, -0.90, 0.23, -0.97, 0.11, -0.62, 0.45, 0.28, 0.15, 0.33, 0.24, 0.39, 0.31], "multiplicity": 1, "gap_ev": 9.1317, "fmax_ev_per_a": 1.33, "e_lumo_ev": 0.2885, "total_charge": 0, "e_homo_ha": -0.325, "smiles": "O=C1C[C@@H](CCC(F)(F)C(F)(F)C(F)(F)C(F)(F)C(F)(F)C(F)(F)F)CN1.CN(C)C=O.CN(C)C=O.CN(C)C=O.CN(C)C=O.CN(C)C=O"}

***

What did the first record say?
{"formula": "C3H9N2O", "method": "the ωB97M-V functional and the def2-TZVPD basis", "elements": ["C", "C", "C", "N", "N", "O", "H", "H", "H", "H", "H", "H", "H", "H", "H"], "coordinates": [[-1.321, 0.223, -0.204], [1.684, -0.880, 0.552], [1.622, 0.576, 0.279], [-1.734, 0.078, -1.488], [-2.133, -0.041, 0.793], [2.055, 1.028, -0.773], [1.272, -1.540, -0.246], [1.023, -0.970, 1.439], [2.639, -1.098, 0.981], [1.151, 1.189, 1.053], [-0.973, 0.135, -2.124], [-2.439, -0.688, -1.659], [-1.869, 0.225, 1.708], [-3.156, -0.268, 0.579], [2.177, 2.030, -0.891]], "forces_ev_per_angstrom": [[1.6, 1.0, -0.3], [-2.1, 0.4, 0.8], [-2.5, -1.6, 2.1], [-1.1, -1.7, 1.9], [-2.4, -0.7, -2.1], [1.9, 2.5, -2.8], [1.0, 0.6, 0.5], [0.1, -0.3, -0.6], [1.1, -0.5, -0.3], [0.6, 0.4, -0.2], [0.1, -0.1, -0.8], [0.8, 1.3, -0.2], [0.0, 0.1, 0.8], [1.7, 0.3, 0.9], [-0.7, -1.6, 0.5]], "mulliken_charge": [-0.12, -0.79, 0.13, -0.42, -0.27, -0.31, 0.31, 0.27, 0.37, 0.41, 0.26, 0.24, 0.25, 0.22, 0.45], "multiplicity": 1, "gap_ev": 7.6582, "fmax_ev_per_a": 4.23, "e_lumo_ev": -4.7930, "total_charge": 1, "e_homo_ha": -0.458, "de_lowest_kcal_mol": 84.90}

***

Question: Number 1 is which compound?
Answer: C3H9N2O